No. 1
{
  "formula": "C19H34B2BrN8O5",
  "method": "ωB97M-V/def2-TZVPD",
  "elements": ["Br", "O", "O", "O", "O", "O", "N", "N", "N", "N", "N", "N", "N", "N", "C", "C", "C", "C", "C", "C", "C", "C", "C", "C", "C", "C", "C", "C", "C", "C", "C", "C", "C", "B", "B", "H", "H", "H", "H", "H", "H", "H", "H", "H", "H", "H", "H", "H", "H", "H", "H", "H", "H", "H", "H", "H", "H", "H", "H", "H", "H", "H", "H", "H", "H", "H", "H", "H", "H"],
  "coordinates": [[0.77849, -1.28357, 3.22721], [2.81074, -4.38733, 1.68025], [4.16494, -1.64141, 0.90214], [1.58200, -3.77669, 1.85849], [-2.73388, -1.81160, 3.12206], [-1.99676, 0.41514, 2.36068], [-0.50243, -1.90083, -1.81226], [-4.94058, 8.70745, 1.78025], [5.47225, -1.01350, -3.38540], [3.73378, 0.08618, 2.36232], [2.72244, 2.34160, -6.55992], [-5.30659, 3.17466, -0.60055], [-5.08808, -2.05497, 0.99413], [1.59162, 2.31919, 2.85197], [2.52031, -0.10725, -0.03184], [3.52205, -0.57548, 1.09889], [-1.59011, -0.46766, -3.70939], [5.78963, -1.88259, -2.70305], [2.10832, 3.93904, 0.86824], [6.19363, -2.98983, -1.83601], [-5.08258, 6.10397, 1.59199], [4.96272, 0.99565, -6.53699], [3.70786, 1.74933, -6.54985], [-0.98134, -1.27226, -2.64917], [-1.11720, -1.76097, 1.00660], [1.81900, 3.03336, 1.98031], [0.96077, -0.25352, 0.31857], [-4.60758, 1.19002, 0.95280], [-5.00299, 7.56220, 1.69740], [-5.50482, -2.83342, 1.72724], [-6.03589, -3.82294, 2.66394], [1.20887, -2.99621, 0.67297], [-4.99884, 2.30082, 0.08334], [-1.94422, -1.01612, 2.18163], [0.54376, -1.57304, 1.20026], [2.57921, 3.41228, 0.03563], [3.78924, -0.65231, 3.07900], [-1.52485, 0.57122, 3.20437], [2.78447, 4.74139, 1.17067], [-2.57587, -0.09927, -3.41690], [3.29868, -4.36471, 2.53430], [-5.43793, -3.86983, 3.57641], [5.05841, 0.39229, -5.63031], [5.53380, -3.08176, -0.96868], [6.16941, -3.94401, -2.36656], [-0.97692, 0.40232, -3.95418], [0.43180, -3.63851, 0.12283], [-7.06093, -3.58726, 2.95743], [1.19870, 4.40609, 0.48534], [-1.46616, -1.36351, 0.00787], [0.42788, -0.35828, -0.68113], [-2.16929, -2.55640, 3.42190], [5.82910, 1.65877, -6.57976], [2.96432, 0.72134, 2.60325], [-5.08174, 5.77509, 0.55049], [-6.04377, -4.82382, 2.22745], [7.20897, -2.85363, -1.45819], [2.71403, 1.01637, -0.19383], [-1.71729, -1.04507, -4.62739], [5.03091, 0.31637, -7.38924], [2.78678, -0.58869, -1.03315], [2.07657, -2.87430, -0.04455], [-4.23790, 5.61924, 2.08564], [-4.65747, 0.23314, 0.42982], [-5.99347, 5.71747, 2.05314], [-3.58403, 1.30565, 1.32056], [-5.25827, 1.11498, 1.82647], [0.53324, 0.68208, 0.79861], [-1.39237, -2.87415, 1.09327]],
  "lowdin_charge": [0.719, -0.093, -0.036, -0.281, 0.014, 0.018, 0.188, 0.109, 0.125, 0.102, 0.113, 0.100, 0.175, 0.161, -0.117, -0.450, -0.062, -0.264, -0.062, -0.064, -0.084, -0.080, -0.284, -0.217, -0.127, -0.252, -0.177, -0.075, -0.287, -0.249, -0.067, -0.163, -0.272, -0.701, -0.972, 0.073, 0.078, 0.082, 0.079, 0.081, 0.101, 0.082, 0.045, 0.076, 0.079, 0.082, 0.097, 0.077, 0.083, 0.058, 0.060, 0.084, 0.078, -0.003, 0.062, 0.079, 0.081, 0.088, 0.077, 0.078, 0.115, 0.102, 0.082, 0.047, 0.080, 0.058, 0.087, 0.083, 0.100],
  "total_energy_ha": -4182.36980,
  "charge": -1
}

***

No. 2
{
  "formula": "C6H12N3O4S",
  "method": "ωB97M-V/def2-TZVPD",
  "elements": ["S", "O", "O", "O", "O", "N", "N", "N", "C", "C", "C", "C", "C", "C", "H", "H", "H", "H", "H", "H", "H", "H", "H", "H", "H", "H"],
  "coordinates": [[1.25708, -1.39251, -0.37473], [1.73850, -1.27700, -1.71810], [1.18676, 2.31394, 1.61423], [1.57660, 2.93954, 2.83381], [0.63181, -2.60863, 0.05612], [-0.29088, 0.85174, 0.68796], [-1.83314, 0.95386, -0.80219], [-2.64258, -1.54681, -2.40675], [0.41058, 1.18241, 1.91699], [-1.37920, 1.51250, 0.30805], [-0.03401, -0.14864, -0.24884], [-1.02685, -0.10341, -1.17944], [2.58100, -0.99013, 0.72691], [-1.31177, -0.94858, -2.39422], [-0.57544, -1.74932, -2.40207], [-3.34975, -1.00606, -1.92633], [-2.65702, 1.29313, -1.28075], [2.63396, 0.06458, 0.98737], [-2.62438, -2.46601, -1.98411], [-0.32284, 1.41684, 2.69505], [-1.16825, -0.32207, -3.28035], [1.00245, 0.32821, 2.24898], [2.03673, 2.25039, 3.34429], [2.50456, -1.64969, 1.59178], [3.47757, -1.24747, 0.15750], [-1.82147, 2.34917, 0.82886]],
  "lowdin_charge": [0.669, -0.264, -0.098, 0.030, -0.268, 0.025, 0.184, 0.033, -0.148, 0.009, -0.143, -0.153, -0.114, -0.180, 0.111, 0.065, 0.193, 0.064, 0.086, 0.158, 0.135, 0.130, 0.113, 0.086, 0.090, 0.185],
  "de_lowest_kcal_mol": 38.3,
  "total_energy_ha": -1098.85892,
  "charge": 1
}

***

No. 3
{
  "formula": "C5H11O2",
  "method": "ωB97M-V/def2-TZVPD",
  "elements": ["O", "O", "C", "C", "C", "C", "C", "H", "H", "H", "H", "H", "H", "H", "H", "H", "H", "H"],
  "coordinates": [[-2.04669, 0.65733, -1.98850], [0.12687, 0.15263, -1.48757], [1.59112, -1.22394, 0.78370], [2.32638, -1.07936, -0.48278], [-1.04117, 0.56688, -1.30896], [-1.07478, 1.40928, 0.12183], [-2.26537, 0.73169, 0.71725], [-0.12708, 1.20625, 0.71136], [-2.46028, -0.34805, 0.27203], [1.01872, -2.06645, 1.03367], [-3.11898, 1.41283, 0.21223], [0.86823, -0.45247, 0.89592], [-1.18664, 2.41994, -0.13817], [2.06531, -0.04773, -0.92723], [2.17910, -0.89613, 1.59294], [-2.37273, 0.56646, 1.77273], [2.14734, -1.79178, -1.41362], [3.37064, -1.21739, -0.36683]],
  "lowdin_charge": [0.099, 0.154, -0.175, -0.191, -0.578, -0.098, -0.108, 0.112, 0.130, 0.061, 0.137, 0.013, 0.099, 0.073, 0.061, 0.064, 0.111, 0.038],
  "de_lowest_kcal_mol": 41.8,
  "total_energy_ha": -347.45150,
  "multiplicity": 2
}

***

No. 4
{
  "formula": "C5H11N",
  "method": "ωB97M-V/def2-TZVPD",
  "elements": ["N", "C", "C", "C", "C", "C", "H", "H", "H", "H", "H", "H", "H", "H", "H", "H", "H"],
  "coordinates": [[-0.18406, 0.46152, -0.94056], [-0.89142, 0.54052, 0.36556], [0.93325, -1.40699, -1.03823], [1.75416, -1.54032, 0.05104], [0.25955, 1.31791, -0.06347], [-2.31656, 1.03482, 0.38134], [-3.02045, 0.19800, 0.31054], [1.37309, 0.69027, 0.79724], [-0.66831, -0.26763, 1.07457], [1.67864, -0.10980, 0.75129], [-0.04637, -1.87029, -1.05790], [-2.49623, 1.70533, -0.46450], [-2.53420, 1.57926, 1.30782], [2.82989, -1.41984, -0.05616], [1.33347, -1.10982, -2.00118], [0.69337, 2.30726, -0.16073], [1.42728, -2.11136, 0.91736]],
  "lowdin_charge": [0.043, -0.370, -0.111, -0.165, -0.237, -0.069, 0.071, 0.092, 0.119, 0.087, 0.075, 0.076, 0.072, 0.064, 0.072, 0.117, 0.065],
  "de_lowest_kcal_mol": 121.5,
  "total_energy_ha": -251.66888
}

***

No. 5
{
  "formula": "C28H35N2O10S2",
  "method": "ωB97M-V/def2-TZVPD",
  "elements": ["S", "S", "O", "O", "O", "O", "O", "O", "O", "O", "O", "O", "N", "N", "C", "C", "C", "C", "C", "C", "C", "C", "C", "C", "C", "C", "C", "C", "C", "C", "C", "C", "C", "C", "C", "C", "C", "C", "C", "C", "C", "C", "H", "H", "H", "H", "H", "H", "H", "H", "H", "H", "H", "H", "H", "H", "H", "H", "H", "H", "H", "H", "H", "H", "H", "H", "H", "H", "H", "H", "H", "H", "H", "H", "H", "H", "H"],
  "coordinates": [[-3.42268, -1.57623, 0.83145], [-5.36705, 0.21219, 0.35855], [5.55015, 2.86771, -0.95464], [-4.99863, 1.11229, -0.69692], [6.66017, -4.69323, -3.22047], [4.03173, 1.68496, 0.13195], [-6.96993, -0.00735, 0.21013], [9.25727, -0.41086, -1.35184], [-2.72876, -2.58057, 0.05556], [-3.58566, -2.05281, 2.18507], [-5.09526, 0.71582, 1.67677], [-13.70975, 1.52093, 1.63548], [-10.10307, 1.66880, 0.99248], [-4.79539, -1.25478, 0.02568], [10.65412, -2.82897, -1.42397], [11.28201, -4.06247, -1.45742], [6.56520, -0.07628, -2.04170], [-9.15079, 0.88974, 0.20873], [-12.05984, 3.10471, 2.37471], [-12.54860, 2.23761, 1.19588], [0.04376, 0.34524, 1.81863], [9.27646, -5.07251, -2.31941], [6.55573, -2.40717, -2.66876], [1.45511, 0.22650, 1.16356], [9.33053, -2.71244, -1.83120], [5.23175, -2.29193, -3.07246], [5.00595, 2.62890, 0.05755], [7.23608, -3.72427, -2.76810], [8.64388, -3.83558, -2.29389], [10.58995, -5.18683, -1.89697], [-11.47341, 1.25484, 0.66935], [-0.89309, -0.71883, 1.18727], [8.65450, -1.38713, -1.75123], [1.64204, 1.28184, 0.04025], [5.29214, 3.30318, 1.37912], [2.73428, 2.29195, 0.36014], [-7.70034, 1.11413, 0.68022], [4.57652, -1.07712, -2.95473], [7.22925, -1.29118, -2.16192], [6.41646, 3.05310, 2.02485], [-2.30477, -0.16006, 0.87827], [5.24005, 0.02931, -2.43253], [3.54299, -0.99091, -3.26588], [4.71229, -3.15186, -3.47390], [-0.50471, -1.14925, 0.26409], [-11.60563, 1.12550, -0.40768], [8.73993, -5.94576, -2.66597], [-9.98266, 1.40110, 1.96408], [-12.92167, 3.45440, 2.95084], [12.31204, -4.15197, -1.13566], [2.67500, 2.64617, 1.39707], [7.07862, 0.78660, -1.63942], [1.55043, -0.77564, 0.74201], [0.16424, 0.09759, 2.87781], [-13.46997, 1.06157, 2.45190], [-7.33781, 2.06197, 0.27304], [4.72462, 0.97311, -2.33192], [6.37419, 2.89153, 3.10067], [-11.52457, 3.99081, 2.03149], [-7.73144, 1.15467, 1.77603], [-0.35296, 1.36165, 1.74354], [2.25503, 0.31835, 1.90807], [-2.61272, 0.53923, 1.65652], [11.07864, -6.15293, -1.91106], [-11.43832, 2.49489, 3.03837], [4.54382, 3.99740, 1.75638], [2.64363, 3.16977, -0.29589], [1.95518, 0.77091, -0.87563], [11.19066, -1.95582, -1.07725], [7.38581, 3.04428, 1.53360], [-9.33015, -0.19125, 0.36031], [-9.20071, 1.10288, -0.86188], [-2.26476, 0.39120, -0.06449], [-1.00692, -1.53290, 1.90734], [-12.90288, 2.91121, 0.41197], [-11.70267, 0.27859, 1.13634], [0.71537, 1.83785, -0.11835]],
  "lowdin_charge": [0.494, 0.465, 0.155, -0.319, 0.102, -0.024, -0.250, 0.102, -0.360, -0.343, -0.313, -0.072, -0.072, -0.306, -0.006, -0.065, 0.009, -0.212, -0.060, -0.406, -0.187, -0.005, -0.088, -0.187, -0.082, -0.001, -0.524, -0.279, -0.082, -0.064, -0.185, -0.230, -0.278, -0.156, -0.076, -0.182, -0.237, -0.043, -0.082, 0.033, -0.253, -0.046, 0.109, 0.121, 0.103, 0.119, 0.119, 0.099, 0.076, 0.104, 0.121, 0.114, 0.102, 0.103, 0.085, 0.124, 0.093, 0.066, 0.078, 0.119, 0.103, 0.104, 0.088, 0.104, 0.071, 0.113, 0.134, 0.112, 0.119, 0.077, 0.125, 0.125, 0.104, 0.105, 0.135, 0.122, 0.116],
  "total_energy_ha": -2746.21513,
  "charge": -1
}

***

No. 6
{
  "formula": "C42H44N3NiP2Si",
  "method": "ωB97M-V/def2-TZVPD",
  "elements": ["Ni", "P", "P", "Si", "N", "N", "N", "C", "C", "C", "C", "C", "C", "C", "C", "C", "C", "C", "C", "C", "C", "C", "C", "C", "C", "C", "C", "C", "C", "C", "C", "C", "C", "C", "C", "C", "C", "C", "C", "C", "C", "C", "C", "C", "C", "C", "C", "C", "C", "H", "H", "H", "H", "H", "H", "H", "H", "H", "H", "H", "H", "H", "H", "H", "H", "H", "H", "H", "H", "H", "H", "H", "H", "H", "H", "H", "H", "H", "H", "H", "H", "H", "H", "H", "H", "H", "H", "H", "H", "H", "H", "H", "H"],
  "coordinates": [[0.57722, -0.40244, -0.22184], [-1.10721, -1.18013, 0.89366], [0.55530, 0.92047, -2.01515], [0.01619, -1.95507, -1.66213], [1.84567, 0.61179, 0.89835], [2.32744, -0.88924, 2.61801], [2.50933, 1.38203, 3.00932], [3.13850, 1.82096, -2.65347], [-3.30191, 3.25208, -2.94726], [4.14066, 3.78008, -1.67499], [-2.09371, 3.93481, -2.96663], [-2.30159, -2.04756, -0.17249], [-1.73410, -2.52670, 4.74381], [0.67559, -0.02737, -3.56948], [-0.65497, -4.27641, 3.50310], [-3.01585, 0.89998, 0.76361], [-3.50745, 2.15588, 1.09938], [0.73853, -1.67282, -5.79105], [-1.72435, 2.43494, 2.68272], [-1.80712, -2.41170, -1.43481], [4.23055, 2.66613, -2.49530], [-2.64748, -3.07970, -2.32254], [-1.86620, 0.40891, 1.37456], [-1.73037, -1.71566, 3.61623], [1.94655, 2.08552, -1.98527], [0.96201, -0.30594, -5.93338], [-0.64604, -3.46614, 2.37859], [1.07693, -3.49108, -1.35599], [-1.17414, -2.17515, 2.42429], [-1.19156, -3.80243, 4.69325], [1.86541, 3.20390, -1.14880], [2.15029, 2.75003, 2.67538], [-0.93445, 1.92737, -2.30768], [-1.22231, 1.19156, 2.33497], [0.46235, -2.21363, -4.54305], [-0.91145, 3.27598, -2.65730], [2.53435, -2.00919, 1.71446], [-3.59868, -2.38001, 0.21164], [0.41745, -1.39079, -3.41767], [2.95469, 4.05064, -1.00387], [-3.32761, 1.90297, -2.62152], [2.21168, 0.37382, 2.13769], [0.92761, 0.52443, -4.82300], [-3.95007, -3.38429, -1.94938], [-4.42119, -3.04111, -0.68645], [1.98248, -1.24774, 3.98794], [-2.86604, 2.92453, 2.05736], [3.59850, 1.27071, 3.97405], [-2.15058, 1.24719, -2.29912], [-2.17399, 0.19134, -2.05135], [-0.24823, -5.27820, 3.44906], [0.02419, 3.81735, -2.70180], [-4.22033, 3.76844, -3.19646], [1.04097, -3.87372, -0.33662], [-2.16962, -2.15828, 5.66406], [-1.19676, -4.43051, 5.57463], [3.21942, 0.95426, -3.29654], [2.12108, -3.29581, -1.61297], [0.72182, -4.29665, -2.00906], [4.99097, 4.44037, -1.56242], [-0.32718, 0.81979, 2.82333], [1.59673, -2.48152, 1.41796], [3.24847, 1.47883, 4.98690], [-2.06645, 4.98286, -3.23577], [2.84046, -1.68113, 4.50725], [0.78029, -2.31659, -6.66105], [2.08815, 3.32364, 3.60011], [3.14890, -2.75393, 2.22288], [4.03430, 0.27766, 3.94531], [4.38027, 1.99220, 3.72615], [-3.96358, -2.11834, 1.19929], [1.64635, -0.37304, 4.53763], [1.17920, 2.77772, 2.18371], [1.09800, 1.59028, -4.92825], [5.15214, 2.45362, -3.02228], [-3.25509, 3.89909, 2.32407], [-3.53274, 0.30916, 0.02077], [-1.22585, 3.02478, 3.44254], [0.28866, -3.28071, -4.45066], [1.17460, -1.98164, 3.98556], [-4.26493, 1.35968, -2.61979], [-5.43608, -3.29180, -0.40409], [-2.28809, -3.36348, -3.30582], [-4.60360, -3.90088, -2.64137], [3.05464, -1.67059, 0.82076], [-2.16374, -0.72565, 3.67255], [-4.39638, 2.52914, 0.60654], [-0.24532, -3.85101, 1.44840], [2.87446, 4.92687, -0.37208], [2.89573, 3.22490, 2.02737], [0.94116, 3.42000, -0.62129], [2.11379, 1.54812, 0.62265], [1.16439, 0.10896, -6.91257]],
  "lowdin_charge": [-0.065, 1.036, 1.067, 0.576, 0.096, -0.134, -0.146, -0.072, -0.069, -0.071, -0.065, -0.371, -0.070, -0.360, -0.069, -0.083, -0.061, -0.063, -0.075, -0.279, -0.063, -0.070, -0.330, -0.082, -0.353, -0.061, -0.108, -0.171, -0.335, -0.074, -0.143, -0.047, -0.310, -0.123, -0.080, -0.077, -0.047, -0.076, -0.276, -0.079, -0.073, -0.436, -0.074, -0.062, -0.063, -0.034, -0.066, -0.040, -0.099, 0.086, 0.111, 0.097, 0.109, 0.003, 0.110, 0.109, 0.107, 0.039, 0.039, 0.109, 0.094, 0.034, 0.096, 0.109, 0.097, 0.110, 0.098, 0.102, 0.086, 0.096, 0.118, 0.091, 0.072, 0.116, 0.111, 0.109, 0.094, 0.107, 0.105, 0.072, 0.113, 0.110, 0.105, 0.110, 0.093, 0.099, 0.111, 0.091, 0.110, 0.091, 0.111, 0.034, 0.110],
  "total_energy_ha": -4271.54317,
  "charge": 1
}

***

Question: What is the formula in the first record?
Answer: C19H34B2BrN8O5